[1]
Below is one molecule with the formula C3H9NO at a distorted geometry, with properties calculated with ωB97M-V/def2-TZVPD.

```
14
C3H9NO | the OMol25 dataset | ωB97M-V/def2-TZVPD
C -1.674 -0.629 -0.226
C -0.141 -0.697 0.100
C 0.471 0.653 -0.252
N 1.965 0.536 -0.068
O -0.023 1.697 0.524
H -1.832 -0.524 -1.297
H -2.135 0.212 0.285
H -2.150 -1.548 0.109
H -0.011 -0.902 1.166
H 0.313 -1.487 -0.499
H 0.276 0.924 -1.294
H 2.222 0.156 0.838
H 2.411 0.015 -0.811
H 0.308 1.594 1.425
```

Results
strongest force on any atom = 2.70 eV Å⁻¹
HOMO level = -9.20 eV
ΔE to the lowest compared entry with this formula, charge and spin = 0.759 eV
molar mass = 75.1 g/mol
DFT total energy = -6794.297 eV
SMILES string = CC[C@H](N)O

***

[2]
Below is a 6-piece molecular cluster, C4H20O8 overall at a distorted geometry, with properties calculated with ωB97M-V/def2-TZVPD.

```
32
C4H20O8 | the OMol25 dataset | ωB97M-V/def2-TZVPD
O -2.010 -0.675 -0.954
C -2.575 0.300 -1.744
C -2.664 1.713 -1.155
O -3.708 2.518 -1.717
H -2.208 -1.496 -1.472
H -2.062 0.312 -2.665
H -3.589 -0.082 -1.996
H -1.687 2.222 -1.096
H -2.955 1.665 -0.100
H -4.077 3.154 -1.147
O -0.207 0.821 3.431
C -0.110 -0.352 2.625
C 1.368 -0.604 2.337
O 1.515 -1.739 1.537
H 0.363 0.725 4.173
H -0.778 -1.236 2.972
H -0.641 -0.091 1.724
H 1.984 -0.692 3.179
H 1.764 0.225 1.737
H 1.545 -2.486 2.076
O 1.646 -2.384 -1.496
H 2.387 -2.421 -0.884
H 0.883 -2.765 -1.012
O 1.075 2.665 -2.049
H 0.898 1.786 -1.655
H 2.027 2.674 -2.248
O 3.621 -0.990 -0.398
H 4.100 -0.934 0.435
H 2.806 -0.590 -0.124
O 0.609 -0.070 -0.687
H 0.970 -0.859 -1.061
H -0.289 -0.315 -0.565
```

Results
strongest force on any atom = 3.32 eV Å⁻¹
HOMO level = -10.33 eV
ΔE to the lowest compared entry with this formula, charge and spin = 2.365 eV
molar mass = 196.2 g/mol
DFT total energy = -20850.538 eV
SMILES string = OCCO.OCCO.O.O.O.O

***

[3]
Below is C17H23LuO3 as an isolated structure at a distorted geometry, with properties calculated with ωB97M-V/def2-TZVPD.

```
44
C17H23LuO3 | the OMol25 dataset | ωB97M-V/def2-TZVPD
Lu 0.016 0.222 0.828
C 2.063 0.698 2.236
C 2.534 -0.173 1.190
C 2.521 0.584 -0.035
H 2.913 -1.175 1.302
C 1.986 1.876 0.246
C 1.741 1.963 1.650
H 1.432 2.854 2.194
H 2.042 0.445 3.300
H 2.950 0.258 -0.973
H 1.873 2.675 -0.497
C -2.334 0.584 1.685
C -1.576 1.734 2.106
C -1.264 2.504 0.922
H -1.309 1.982 3.123
C -1.789 1.797 -0.208
C -2.447 0.616 0.259
H -2.979 -0.099 -0.363
H -2.797 -0.149 2.340
H -0.786 3.465 0.888
H -1.765 2.138 -1.246
O 0.100 -0.812 -0.837
C -0.249 -0.126 -3.449
C 0.377 -1.507 -3.169
C 0.649 1.130 -3.392
C -1.784 -0.026 -3.414
C 0.474 -1.812 -1.590
H 1.419 -1.596 -3.575
H -0.160 -2.372 -3.613
H -0.103 -2.777 -1.384
H 1.529 -2.179 -1.350
H 0.848 1.647 -4.323
H 1.614 0.867 -2.909
H 0.233 1.863 -2.667
H -2.308 0.002 -4.360
H -2.092 0.856 -2.815
H -2.169 -0.868 -2.808
C -0.074 -2.403 4.169
C -0.396 -2.547 2.708
O -0.679 -3.641 2.238
O -0.323 -1.404 2.042
H -0.323 -3.322 4.660
H -0.616 -1.558 4.621
H 1.008 -2.216 4.269
```

Results
strongest force on any atom = 3.77 eV Å⁻¹
HOMO level = 2.67 eV
molar mass = 450.3 g/mol
DFT total energy = -57764.470 eV
net charge = -2

***

[4]
Below is H24O20SV2 as an isolated structure at a distorted geometry, with properties calculated with ωB97M-V/def2-TZVPD.

```
47
H24O20SV2 | the OMol25 dataset | ωB97M-V/def2-TZVPD
O 1.024 3.061 -1.821
V -0.290 2.498 -2.516
O 0.072 2.183 -3.977
O 0.811 -3.553 -1.105
V 2.079 -2.886 -0.431
O 2.145 -3.524 1.045
S 0.216 -0.031 -0.195
O -0.894 -0.875 0.280
O 1.351 -0.952 -0.397
O -0.115 0.655 -1.465
O 0.535 0.966 0.811
O -2.309 -3.060 -0.422
H -3.146 -2.947 0.039
H -1.762 -2.294 -0.148
O 2.612 -2.423 -2.639
H 2.244 -2.489 -3.528
H 3.557 -2.611 -2.752
O -0.027 -2.052 2.557
H -0.192 -3.000 2.492
H -0.451 -1.687 1.756
O -0.552 3.333 1.704
H -0.156 2.448 1.592
H -1.413 3.169 2.098
O -0.659 -1.009 -3.545
H -0.410 -0.462 -2.784
H 0.127 -1.024 -4.099
O 2.538 -0.540 2.389
H 1.902 -1.248 2.569
H 2.031 0.131 1.937
O 2.376 2.958 1.197
H 1.812 3.660 0.855
H 1.814 2.165 1.179
O -2.520 0.106 2.253
H -2.428 -0.443 3.040
H -1.983 -0.345 1.573
O -2.477 2.170 -2.676
H -2.832 1.699 -1.894
H -3.197 2.163 -3.316
O 3.659 0.698 -0.809
H 3.352 1.370 -0.184
H 2.967 0.011 -0.842
O -3.472 0.251 -0.826
H -4.087 -0.132 -0.193
H -2.599 -0.022 -0.505
O -0.178 1.613 3.950
H 0.026 0.762 3.545
H -1.101 1.542 4.210
```

Results
strongest force on any atom = 4.27 eV Å⁻¹
HOMO level = -10.17 eV
ΔE to the lowest compared entry with this formula, charge and spin = 3.945 eV
molar mass = 478.1 g/mol
DFT total energy = -103550.714 eV

***

[5]
Below is C25H27O3PTi as an isolated structure, with properties calculated with ωB97M-V/def2-TZVPD.

```
57
C25H27O3PTi | the OMol25 dataset | ωB97M-V/def2-TZVPD
Ti -0.075 0.133 0.931
C 3.525 -1.848 1.217
C 2.803 -0.532 1.327
C 3.671 0.692 1.172
O 1.715 -0.484 0.235
C 1.933 -0.458 2.596
O 2.096 -1.098 3.573
O 0.892 0.448 2.441
H 4.204 -1.850 0.365
H 2.830 -2.683 1.138
H 4.112 -1.987 2.125
H 4.178 0.677 0.206
H 4.444 0.664 1.942
H 3.106 1.616 1.283
H 2.115 -0.385 -0.641
C -3.821 -0.052 -2.706
C -4.612 -0.668 -1.587
C -5.879 -1.190 -1.820
C -6.624 -1.755 -0.796
C -6.119 -1.811 0.495
C -4.862 -1.295 0.759
C -4.119 -0.722 -0.273
P -2.525 0.055 0.038
C -2.089 -0.532 1.743
C -1.483 -1.822 1.661
C -1.068 -2.499 2.791
C -1.249 -1.897 4.037
C -1.841 -0.653 4.131
C -2.273 0.069 3.007
C -2.933 1.397 3.224
C -2.761 1.835 0.127
C -4.008 2.452 0.163
C -4.089 3.820 0.357
C -2.929 4.569 0.532
C -1.684 3.964 0.474
C -1.587 2.593 0.231
C -0.253 1.948 0.062
H -4.292 -0.252 -3.666
H -2.805 -0.453 -2.754
H -3.751 1.034 -2.599
H -6.283 -1.158 -2.823
H -7.605 -2.158 -1.009
H -6.698 -2.255 1.293
H -4.471 -1.339 1.768
H -1.405 -2.301 0.683
H -0.629 -3.484 2.710
H -0.926 -2.410 4.933
H -1.988 -0.208 5.107
H -3.146 1.535 4.281
H -3.867 1.471 2.668
H -2.304 2.230 2.899
H -4.910 1.859 0.067
H -5.055 4.306 0.390
H -2.998 5.635 0.699
H -0.786 4.559 0.581
H 0.581 2.556 0.418
H -0.068 1.611 -0.974
```

Results
strongest force on any atom = 0.70 eV Å⁻¹
HOMO level = -14.60 eV
molar mass = 454.3 g/mol
DFT total energy = -64895.516 eV
net charge = +2

***

[6]
Below is a 2-piece molecular cluster, CH2NO3P overall at a distorted geometry, with properties calculated with ωB97M-V/def2-TZVPD.

```
8
CH2NO3P | the OMol25 dataset | ωB97M-V/def2-TZVPD
N 0.431 -0.254 0.839
C 1.238 -1.083 1.192
O 2.107 -1.798 1.404
H -0.530 0.168 1.147
O -0.622 2.261 -0.216
P -0.075 1.227 -1.073
O -1.295 0.218 -1.494
H -1.254 -0.738 -1.799
```

Results
strongest force on any atom = 3.28 eV Å⁻¹
HOMO level = -10.02 eV
ΔE to the lowest compared entry with this formula, charge and spin = 0.275 eV
molar mass = 107.0 g/mol
DFT total energy = -17991.237 eV
SMILES string = N=C=O.O=PO